Entry 1:
# C2H8N3O7P3

C2H8N3O7P3 in the gas phase (ωB97M-V/def2-TZVPD, the OMol25 dataset).

Geometry (Å):
O1 1.6400 -2.0553 -0.5604
C1 2.1521 -1.2809 0.4789
C2 1.9643 0.2097 0.2303
O2 2.0368 0.9812 1.3997
O3 2.8605 0.5947 -0.7573
O4 0.4847 0.3305 -0.2485
P1 -0.6013 0.0646 0.9798
N1 -1.0922 -1.4479 0.5969
P2 -2.4321 -2.0891 0.1638
N2 -3.5355 -0.8823 0.0288
O5 -4.9390 -1.2710 -0.0801
P3 -3.5237 0.9253 0.4681
O6 -3.9326 1.5333 -0.9125
N3 -1.7399 1.0631 0.0406
O7 -1.3700 2.4578 0.1244
H1 0.7018 -1.8849 -0.5683
H2 3.1783 -1.4468 0.5164
H3 1.5157 -1.5722 1.4079
H4 2.9064 0.8658 1.7910
H5 2.4848 0.9298 -1.5900
H6 -5.3671 -0.8000 -0.7794
H7 -3.1736 1.5502 -1.3928
H8 -0.4227 2.4609 0.2366

- structure (SMILES) = OCC(O)(O)Op1npn(O)p(O)n1O
- relative energy (zero: lowest compared OMol25 entry of this formula, charge and spin) (eV) = 0.8445
- total charge = 0
- HOMO energy (eV) = -8.67
- HOMO-LUMO gap (eV) = 8.352

---

Entry 2:
# H12LiO6

A molecular structure, H12LiO6 (ωB97M-V/def2-TZVPD, the OMol25 dataset).

Geometry (Å):
Li1 -0.0136 -0.0517 -0.0896
O1 -0.3869 -2.2675 -0.6937
H1 -0.9556 -2.2985 -1.4934
H2 -0.9096 -2.7446 0.0024
O2 0.1553 0.0306 -2.2847
H3 0.2595 -0.8335 -2.6447
H4 1.0100 0.4486 -2.3085
O3 -0.1428 -0.2719 2.1585
H5 -0.7451 0.1746 2.7894
H6 0.7416 0.0162 2.3491
O4 1.8871 -0.4008 0.1944
H7 2.3673 0.4460 0.3596
H8 2.1667 -1.0771 0.8303
O5 0.2504 2.0150 0.2256
H9 -0.3152 2.4723 0.8837
H10 1.0813 2.4673 0.2405
O6 -1.9835 0.2683 -0.2768
H11 -1.9585 1.1060 -0.7632
H12 -2.5086 0.5006 0.5209

- relative energy (zero: lowest compared OMol25 entry of this formula, charge and spin) (eV) = 0.4734
- total charge = +1
- HOMO energy (eV) = -15.25
- HOMO-LUMO gap (eV) = 11.629

---

Entry 3:
# C6H6BCl20O7PS2

A molecular structure, C6H6BCl20O7PS2 (ωB97M-V/def2-TZVPD, the OMol25 dataset).

Geometry (Å):
C1 4.1708 3.4352 0.0312
O1 3.1668 2.8069 -0.7684
B1 2.1707 2.1367 -0.1592
O2 2.2606 1.5802 1.1077
O3 0.9772 2.0121 -0.8890
S1 -0.3815 1.7368 -0.0653
O4 -0.7778 0.3825 -0.3307
O5 -1.2722 2.6833 -1.1168
P1 -2.4391 3.6335 -0.5230
O6 -1.6717 4.6645 0.4257
O7 -3.1613 2.6740 0.5499
S2 -3.5512 4.3933 -1.8574
H1 3.7318 3.9531 0.8844
H2 4.6772 4.1698 -0.5895
H3 4.8994 2.7078 0.3916
H4 2.5186 0.6525 1.0852
H5 -1.4381 4.2696 1.2768
H6 -4.0789 2.5552 0.2718
C2 -0.8543 -0.5111 4.6124
Cl1 -0.6568 -1.6759 5.9296
Cl2 0.7396 -0.0775 3.9823
Cl3 -1.8296 -1.2025 3.3233
Cl4 -1.6463 0.9366 5.2482
C3 -2.1115 -5.8816 3.5583
Cl5 -2.6745 -5.1057 2.0751
Cl6 -1.0517 -7.2321 3.1369
Cl7 -1.2228 -4.7240 4.5485
Cl8 -3.5008 -6.4839 4.4700
C4 -2.4163 -3.5134 -2.3363
Cl9 -3.2423 -4.2991 -0.9797
Cl10 -1.2730 -4.6552 -3.0466
Cl11 -3.6118 -3.0439 -3.5541
Cl12 -1.5735 -2.0852 -1.7582
C5 6.4902 7.6049 0.0407
Cl13 6.7530 5.8844 -0.2825
Cl14 5.2970 8.2346 -1.0952
Cl15 5.8963 7.8015 1.6919
Cl16 8.0109 8.4764 -0.1490
C6 -3.0679 -7.7771 -5.8284
Cl17 -3.5526 -6.2090 -5.1880
Cl18 -3.3240 -7.8127 -7.5754
Cl19 -1.3541 -8.0441 -5.4812
Cl20 -4.0246 -9.0514 -5.0672

- total charge = 0
- HOMO energy (eV) = -9.64
- HOMO-LUMO gap (eV) = 9.550

---

Entry 4:
# C2H3FI2

A molecular structure, C2H3FI2 (ωB97M-V/def2-TZVPD, the OMol25 dataset).

Geometry (Å):
C1 1.7987 0.2006 0.3869
C2 -1.3979 -0.2557 -0.5479
F1 -1.8055 -0.1030 -1.7955
I1 -1.9381 -2.0870 0.3238
I2 -1.9741 1.5211 0.4481
H1 1.1013 1.0408 0.4993
H2 1.5593 -0.7372 0.8328
H3 2.6562 0.4204 -0.1475

- relative energy (zero: lowest compared OMol25 entry of this formula, charge and spin) (eV) = 3.6581
- total charge = 0
- HOMO energy (alpha / beta) (eV) = -8.87 / -8.74
- HOMO-LUMO gap (alpha / beta) (eV) = 7.504 / 8.380

---

Entry 5:
# C42H35ClF12N6O5Ti

A molecular structure, C42H35ClF12N6O5Ti (ωB97M-V/def2-TZVPD, the OMol25 dataset).

Geometry (Å):
Ti1 -1.1241 -0.3856 0.4287
O1 -1.4496 -3.5302 -2.4668
C1 -1.0706 -2.8105 -1.5293
N1 -1.6898 -1.7135 -1.0894
C2 -3.0171 -1.5596 -1.6673
C3 -3.9203 -0.8097 -0.7393
C4 -5.3037 -0.8671 -0.8565
C5 -6.0882 -0.1520 0.0277
C6 -5.4646 0.6181 0.9983
C7 -4.0849 0.6357 1.0459
N2 -3.3292 -0.0649 0.1973
C8 0.1831 -3.2165 -0.7935
C9 0.8287 -4.3846 -1.1793
C10 1.9573 -4.7842 -0.4867
C11 2.4089 -3.9871 0.5523
C12 1.6950 -2.8424 0.8693
N3 0.5957 -2.4688 0.2277
H1 -3.4374 -2.5446 -1.8847
H2 -2.9840 -1.0115 -2.6138
H3 -5.7460 -1.4755 -1.6343
H4 -7.1683 -0.1975 -0.0349
H5 -6.0353 1.2005 1.7078
H6 -3.5388 1.2309 1.7646
H7 0.4127 -4.9463 -2.0031
H8 2.4693 -5.7037 -0.7443
H9 3.2914 -4.2450 1.1225
H10 2.0218 -2.2085 1.6825
C13 3.8692 3.8280 -0.7703
C14 3.0157 2.8005 -0.0731
C15 3.5495 1.6617 0.5153
C16 2.7332 0.7224 1.1142
C17 1.3440 0.8697 1.1565
N4 0.5026 -0.1237 1.6841
C18 0.7217 -0.6605 2.9094
C19 1.7335 -0.1680 3.7785
C20 2.0716 -0.7946 4.9546
C21 1.4221 -1.9508 5.3837
C22 1.8145 -2.6632 6.6529
C23 0.3466 -2.3672 4.6202
C24 -0.0398 -1.7462 3.4349
C25 -1.3681 -2.1810 2.8230
O2 -1.6910 -1.6811 1.6024
C26 -2.5133 -1.6586 3.7569
F1 -2.4358 -2.0472 5.0436
F2 -2.5039 -0.3224 3.7570
F3 -3.7220 -2.0513 3.3074
C27 -1.4859 -3.7547 2.7178
F4 -2.1679 -4.1177 1.6312
F5 -2.1250 -4.3102 3.7767
F6 -0.2904 -4.3621 2.6467
C28 0.7997 2.0346 0.5743
C29 1.6371 2.9643 -0.0262
C30 -0.7122 2.3187 0.6738
O3 -1.4152 1.2817 1.2711
C31 -0.8963 3.4994 1.6624
F7 -0.6308 3.0790 2.9204
F8 -2.1717 3.9401 1.6683
F9 -0.1101 4.5669 1.4736
C32 -1.1378 3.5953 -1.6832
F10 0.0027 3.3081 -2.3730
F11 -0.8744 4.7322 -0.9713
F12 -3.1182 4.8104 -2.2093
H11 4.9303 3.6501 -0.5855
H12 3.6225 4.8352 -0.4314
H13 3.7003 3.8044 -1.8500
H14 4.6231 1.4990 0.4982
H15 3.1751 -0.1710 1.5372
H16 2.2455 0.7406 3.4987
H17 2.8663 -0.3740 5.5645
H18 2.8639 -2.4813 6.8914
H19 1.6668 -3.7408 6.5619
H20 1.2210 -2.3235 7.5076
H21 -0.2309 -3.2131 4.9756
H22 1.2153 3.8567 -0.4645
Cl1 -1.0696 5.5931 -4.3881
C33 -2.2738 3.8441 -2.6405
C34 -2.7387 2.8468 -3.3979
C35 -2.1383 1.5335 -3.5008
C36 -1.4305 0.8558 -2.5519
N5 -1.1484 1.1218 -1.2555
C37 -1.4384 2.4319 -0.7047
H23 -3.5451 3.1000 -4.0778
H24 -2.3625 0.9652 -4.3989
H25 -1.0632 -0.1200 -2.8603
H26 -2.4980 2.5303 -0.4290
O4 3.1852 -0.9946 -1.6867
C38 2.0064 -0.5172 -2.1133
O5 1.0563 -0.3378 -1.4064
C39 1.9565 -0.1544 -3.5884
N6 3.2200 -0.5084 -4.2700
C40 3.9334 0.7618 -4.5004
C41 2.8423 1.8043 -4.7299
C42 1.7597 1.3818 -3.7348
H27 1.1146 -0.7003 -4.0157
H28 3.0138 -0.9450 -5.1578
H29 3.7089 -1.1128 -2.5089
H30 4.6363 0.6540 -5.3275
H31 4.5016 1.0133 -3.5993
H32 2.4712 1.7237 -5.7551
H33 3.1827 2.8261 -4.5675
H34 0.7550 1.6228 -4.0728
H35 1.8980 1.8692 -2.7699

- relative energy (zero: lowest compared OMol25 entry of this formula, charge and spin) (eV) = 0.2279
- total charge = -2
- HOMO energy (eV) = -1.04
- HOMO-LUMO gap (eV) = 5.035

---

Entry 6:
# C17H29ClMnSi2

A molecular structure, C17H29ClMnSi2 (ωB97M-V/def2-TZVPD, the OMol25 dataset).

Geometry (Å):
C1 2.2877 -2.8269 0.7717
C2 2.3186 -2.7278 -0.6547
C3 0.9847 -2.7961 -1.1598
H1 3.2253 -2.7100 -1.2477
C4 0.0904 -2.9815 -0.0330
C5 0.9154 -3.0058 1.1689
H2 0.5752 -3.2374 2.1752
H3 3.1257 -2.7393 1.4600
H4 0.6783 -2.8186 -2.2127
H5 -0.9957 -3.0966 -0.0594
Mn1 0.9169 -0.9772 0.3575
Cl1 2.7291 0.2076 1.0217
C6 1.4731 1.8440 -4.5148
C7 0.2452 1.2007 -4.8516
C8 0.5518 -0.0319 -5.5031
H6 -0.7478 1.5926 -4.6663
C9 1.9739 -0.1477 -5.5714
C10 2.5450 1.0090 -4.9572
H7 3.6025 1.2343 -4.8739
H8 1.5722 2.8092 -4.0329
H9 -0.1682 -0.7324 -5.9085
H10 2.5252 -0.9589 -6.0402
C11 -2.5735 0.6309 3.4268
Si1 -0.9538 -0.2596 3.0507
C12 0.4268 0.5966 3.9814
C13 -1.1045 -1.9899 3.7526
C14 -0.7425 -0.2447 1.1629
Si2 -0.9275 1.3941 0.2034
C15 -0.1127 2.7895 1.1461
C16 -0.2598 1.4029 -1.5473
C17 -2.7758 1.7478 0.1051
H11 -2.8479 0.5113 4.4853
H12 -3.4127 0.2211 2.8481
H13 -2.5365 1.7105 3.2310
H14 0.1300 0.6923 5.0396
H15 1.3458 -0.0029 3.9212
H16 0.6468 1.5995 3.5955
H17 -1.6852 -2.6443 3.0892
H18 -0.1135 -2.4361 3.9070
H19 -1.6167 -1.9609 4.7283
H20 -1.6099 -0.8758 0.8190
H21 0.9787 2.6735 1.1481
H22 -0.3553 3.7408 0.6522
H23 -0.4622 2.8543 2.1828
H24 -0.6629 0.5843 -2.1596
H25 -0.5417 2.3423 -2.0470
H26 0.8364 1.3332 -1.5877
H27 -3.2905 0.9411 -0.4363
H28 -3.2460 1.8632 1.0905
H29 -2.9577 2.6752 -0.4567

- relative energy (zero: lowest compared OMol25 entry of this formula, charge and spin) (eV) = 0.0000
- total charge = -2
- HOMO energy (alpha / beta) (eV) = -0.27 / -0.42
- multiplicity = 6
- HOMO-LUMO gap (alpha / beta) (eV) = 5.136 / 5.274

---

Entry 7:
# C62H62MgN8OP2S2

A molecular structure, C62H62MgN8OP2S2 (ωB97M-V/def2-TZVPD, the OMol25 dataset).

Geometry (Å):
Mg1 0.6350 0.0574 -0.0001
O1 -1.2852 2.5749 0.9879
S1 -1.6033 1.6199 -0.1313
C1 -2.2921 2.6086 -1.4387
C2 -3.3098 3.4277 -0.9894
C3 -4.0191 4.3004 -1.8252
C4 -3.6801 4.3135 -3.1480
C5 -4.2557 5.1092 -4.2875
C6 -3.4180 4.6978 -5.5212
C7 -2.4068 3.7206 -4.9878
C8 -1.3801 3.0761 -5.6124
C9 -0.5707 2.2405 -4.8277
C10 -0.7554 1.9952 -3.4770
P1 0.5484 0.9309 -2.7568
C11 0.5098 -0.5855 -3.7578
C12 -0.5966 -0.9471 -4.5176
C13 -0.6353 -2.1767 -5.1591
C14 0.4308 -3.0538 -5.0573
C15 1.5417 -2.7020 -4.3017
C16 1.5721 -1.4846 -3.6444
C17 2.0291 1.8759 -3.3177
C18 2.0564 3.2419 -3.0130
C19 3.1490 4.0280 -3.3368
C20 4.2464 3.4628 -3.9763
C21 4.2201 2.1190 -4.3069
C22 3.1205 1.3318 -3.9859
C23 -1.8483 2.6369 -2.8016
C24 -2.6178 3.5079 -3.6088
C25 -2.9913 0.6916 0.4677
C26 -4.0536 0.4801 -0.3779
C27 -5.2331 -0.1646 0.0308
C28 -5.3089 -0.5640 1.3320
C29 -6.4386 -1.2167 2.0811
C30 -5.8462 -1.5583 3.4685
C31 -4.4517 -0.9954 3.4361
C32 -3.4622 -1.0231 4.3681
C33 -2.2097 -0.4968 4.0049
C34 -1.9151 0.0793 2.7869
P2 -0.1323 0.4943 2.5672
C35 0.7332 -0.7290 3.6024
C36 0.9762 -0.5762 4.9685
C37 1.6413 -1.5604 5.6803
C38 2.0649 -2.7175 5.0405
C39 1.8135 -2.8885 3.6887
C40 1.1599 -1.8963 2.9739
C41 0.1473 2.0576 3.4922
C42 -0.8841 2.9674 3.6990
C43 -0.6457 4.1764 4.3402
C44 0.6229 4.4962 4.7945
C45 1.6579 3.5794 4.6312
C46 1.4192 2.3712 3.9870
C47 -2.9656 0.1766 1.8061
C48 -4.1914 -0.4071 2.1797
H1 -3.5710 3.3809 0.0597
H2 -4.8097 4.9178 -1.4237
H3 -4.1842 6.1781 -4.0836
H4 -5.3148 4.8861 -4.4174
H5 -2.9274 5.5528 -5.9864
H6 -4.0319 4.2309 -6.2920
H7 -1.1674 3.2049 -6.6638
H8 0.2656 1.7564 -5.3211
H9 -1.4452 -0.2814 -4.5987
H10 -1.5051 -2.4470 -5.7406
H11 0.3990 -4.0074 -5.5650
H12 2.3852 -3.3765 -4.2295
H13 2.4370 -1.2301 -3.0439
H14 1.1780 3.7139 -2.5845
H15 3.1311 5.0896 -3.1278
H16 5.0974 4.0731 -4.2422
H17 5.0525 1.6760 -4.8352
H18 3.1204 0.2944 -4.2878
H19 -3.9917 0.8391 -1.3960
H20 -6.0472 -0.2999 -0.6671
H21 -6.8066 -2.0987 1.5576
H22 -7.2801 -0.5266 2.1646
H23 -5.8170 -2.6362 3.6360
H24 -6.4280 -1.1313 4.2852
H25 -3.5957 -1.4675 5.3446
H26 -1.4253 -0.5896 4.7405
H27 0.6369 0.3112 5.4873
H28 1.8166 -1.4298 6.7387
H29 2.5808 -3.4861 5.5981
H30 2.1195 -3.7987 3.1914
H31 0.9364 -2.0626 1.9229
H32 -1.8770 2.7369 3.3430
H33 -1.4638 4.8676 4.4917
H34 0.7982 5.4306 5.3093
H35 2.6342 3.7826 5.0566
H36 2.2171 1.6401 3.9418
C49 -1.6814 -6.5776 -0.3493
C50 -1.6916 -5.2381 0.3187
C51 -2.0639 -5.0824 1.6501
C52 -1.9874 -3.8048 2.1708
N1 -1.6236 -2.7520 1.4465
C53 -1.3205 -2.9957 0.1704
S2 -0.9065 -1.6345 -0.8683
N2 -1.3057 -4.1948 -0.4135
H37 -2.2623 -7.3079 0.2095
H38 -0.6577 -6.9483 -0.4232
H39 -2.0746 -6.4945 -1.3605
H40 -2.3867 -5.9204 2.2496
H41 -2.2270 -3.6104 3.2105
C54 1.9310 -5.5298 0.6561
C55 3.3783 -5.5531 0.1789
C56 4.3553 -5.2612 1.3111
C57 3.6011 -4.6186 -1.0079
N3 3.2949 -3.2252 -0.6825
C58 2.1316 -2.5914 -0.7380
N4 2.3248 -1.3525 -0.3211
N5 3.6318 -1.2710 0.0022
N6 4.2193 -2.3764 -0.2178
H42 1.7723 -6.2856 1.4245
H43 1.2280 -5.7166 -0.1552
H44 1.6697 -4.5659 1.1031
H45 3.5960 -6.5502 -0.2176
H46 4.1898 -4.2654 1.7272
H47 5.3901 -5.3055 0.9741
H48 4.2318 -5.9837 2.1166
H49 2.9528 -4.8792 -1.8464
H50 4.6368 -4.6350 -1.3452
H51 1.1934 -2.9933 -1.0893
N7 3.2918 3.9564 1.6925
C59 2.4211 4.2631 0.5096
C60 1.4908 3.0841 0.3170
N8 2.1837 1.8109 0.0935
C61 3.1918 1.5559 1.1271
C62 4.1094 2.7319 1.4093
H52 2.6772 3.7859 2.5133
H53 3.8925 4.7489 1.9276
H54 3.0849 4.4254 -0.3423
H55 1.8674 5.1755 0.7264
H56 0.8228 3.2864 -0.5183
H57 0.8409 2.9817 1.1869
H58 2.6223 1.8273 -0.8271
H59 3.8029 0.7042 0.8317
H60 2.6702 1.2651 2.0386
H61 4.7324 2.9772 0.5477
H62 4.7496 2.5432 2.2699

- total charge = +2
- HOMO energy (eV) = -11.58
- HOMO-LUMO gap (eV) = 7.383

---

Entry 8:
# C3H9N3

C3H9N3 in the gas phase (ωB97M-V/def2-TZVPD, the OMol25 dataset).

Geometry (Å):
C1 1.5039 1.8129 -0.1416
C2 0.4091 -0.9535 0.3243
C3 -1.8660 -1.0641 -0.4358
N1 1.0393 1.2975 0.9575
N2 0.5703 0.1656 1.3237
N3 -0.5412 -0.9590 -0.9218
H1 1.2338 1.3767 -1.0684
H2 1.7925 2.7626 -0.1181
H3 -0.2941 -0.0475 -1.3039
H4 1.3239 1.9274 1.6786
H5 0.0164 -1.8503 0.7468
H6 1.5319 -1.2265 -0.0612
H7 -2.1520 -0.2779 0.1732
H8 -2.7202 -1.0011 -1.2349
H9 -1.8475 -1.9630 0.0814

- relative energy (zero: lowest compared OMol25 entry of this formula, charge and spin) (eV) = 4.6229
- total charge = 0
- HOMO energy (eV) = -8.11
- HOMO-LUMO gap (eV) = 8.994